This record from OMol25 describes one molecule with the formula C4H5NO3S2. The level of theory is ωB97M-V/def2-TZVPD.

Expectation value of S²: 2.033
DFT total energy in Ha: -1231.99327
Frontier orbital gap (spin up / spin down) in eV: 5.83 / 6.74
Spin multiplicity: 3
ΔE to the lowest compared entry with this formula, charge and spin in kcal per mole: 0.0
Highest occupied orbital energy (spin up / spin down) in eV: -5.46 / -8.38

Last column: Mulliken spin population.
Positions of all 15 atoms, in Å:
C  -0.82157  -1.01769  -1.06672  -0.105
C  -2.04657  -1.33962  -0.68421  0.419
C  -0.29789  0.23643  -1.14343  0.621
C  -1.99569  1.29505  -0.08971  0.452
N  1.23221  0.69894  1.08008  0.037
O  2.36440  -0.04662  -1.09028  0.043
O  1.30631  2.22686  -0.75473  0.020
O  -1.72108  2.41605  0.22393  0.176
S  -3.09622  0.08828  0.02998  0.149
S  1.20700  0.62390  -0.52448  0.141
H  -0.23423  -1.91174  -1.34757  0.045
H  -2.66832  -2.06578  -0.93346  0.008
H  0.66325  1.34686  1.53899  0.000
H  1.73820  -0.03515  1.67282  0.002
H  0.56444  2.64073  -1.20357  -0.005